2 unconnected molecules or ions with the total composition C8H20Si2 at a distorted geometry. Source: OMol25; level of theory: the ωB97M-V functional and the def2-TZVPD basis.

XYZ file:
```
30
C8H20Si2 the ωB97M-V functional and the def2-TZVPD basis
C -0.214 -1.579 -0.945
C 2.214 -0.654 1.751
C -4.279 -0.263 0.485
C -2.302 1.749 -1.200
C 3.087 1.153 -0.982
C 4.997 -0.654 0.561
C -3.245 -1.396 0.315
C -1.515 1.102 0.003
Si 3.227 -0.009 0.511
Si -1.553 -0.814 -0.073
H 0.667 -1.058 -1.066
H -0.227 -2.632 -0.849
H 2.659 -0.597 2.749
H 1.134 -0.656 1.767
H -4.661 -0.140 -0.592
H -4.937 -0.576 1.323
H -3.810 0.660 0.870
H -1.996 2.787 -1.313
H -2.145 1.031 -2.145
H -3.361 1.694 -0.929
H 3.416 2.240 -0.648
H 3.489 0.830 -1.895
H 1.999 1.357 -1.117
H 5.574 -0.682 -0.381
H 5.644 -0.001 1.267
H 5.207 -1.661 1.026
H -3.545 -1.985 -0.610
H -3.123 -2.030 1.141
H -1.897 1.463 1.010
H -0.505 1.323 -0.036
```

Calculated values
- Energy above the lowest of the compared OMol25 structures with the same formula, charge and spin: 66.4 kcal per mole
- Total charge: 0
- E_tot: -895.61742 Eh

---

A molecular structure, C6H3N at a distorted geometry. Source: OMol25; level of theory: the ωB97M-V functional and the def2-TZVPD basis.

XYZ file:
```
10
C6H3N the ωB97M-V functional and the def2-TZVPD basis
C 0.554 2.151 -3.018
C 0.723 0.699 -3.257
C 0.374 1.648 -1.755
C -0.634 0.718 0.101
C -1.096 -0.125 0.961
C 1.404 0.734 -2.064
N -0.437 1.692 -0.603
H -0.377 -0.552 1.509
H -2.035 -0.590 0.891
H 2.206 0.438 -1.603
```

Calculated values
- Energy above the lowest of the compared OMol25 structures with the same formula, charge and spin: 92.6 kcal per mole
- Total charge: 0
- E_tot: -284.87012 Eh

---

A molecular structure, C47H52AsF6N8O5S2Sr at a distorted geometry. Source: OMol25; level of theory: the ωB97M-V functional and the def2-TZVPD basis.

XYZ file:
```
122
C47H52AsF6N8O5S2Sr the ωB97M-V functional and the def2-TZVPD basis
Sr -0.715 -0.174 -0.921
C 2.464 0.753 0.810
N 1.378 0.018 1.477
C 1.060 0.726 2.711
C 1.789 -1.349 1.669
C 2.140 -1.833 2.916
C 2.678 -3.107 3.084
C 2.940 -3.866 1.958
C 2.575 -3.412 0.700
C 1.888 -2.193 0.508
N 1.417 -1.698 -0.673
C 1.270 -2.471 -1.811
C 1.081 -3.862 -1.873
C 0.820 -4.519 -3.065
C 0.734 -3.823 -4.258
C 0.894 -2.442 -4.233
C 1.149 -1.767 -3.044
N 1.220 -0.332 -2.996
C 0.723 0.368 -4.173
C 2.579 0.151 -2.700
H 3.382 0.696 1.411
H 2.190 1.796 0.686
H 2.647 0.328 -0.169
H 1.936 0.821 3.369
H 0.265 0.206 3.252
H 0.728 1.729 2.453
H 1.990 -1.213 3.790
H 2.928 -3.468 4.076
H 3.434 -4.827 2.048
H 2.824 -4.014 -0.161
H 1.046 -4.426 -0.955
H 0.649 -5.591 -3.050
H 0.526 -4.332 -5.190
H 0.806 -1.889 -5.158
H 1.369 0.224 -5.052
H 0.699 1.436 -3.948
H -0.281 0.052 -4.422
H 3.220 0.030 -3.586
H 2.994 -0.433 -1.885
H 2.554 1.205 -2.411
C -1.455 1.882 1.004
C -0.602 2.369 -0.019
C -1.407 3.009 -0.982
C -2.743 2.908 -0.569
C -2.773 2.208 0.648
H -1.160 1.348 1.891
H 0.483 2.324 -0.055
H -1.060 3.454 -1.908
H -3.606 3.270 -1.114
H -3.660 1.956 1.216
O 2.543 3.216 -1.305
As 2.585 4.675 -0.558
C 2.205 4.674 1.326
C 0.877 4.626 1.741
C 0.586 4.545 3.095
C 1.615 4.529 4.027
C 2.938 4.597 3.613
C 3.236 4.671 2.259
C 1.329 5.903 -1.335
C 0.946 7.081 -0.703
C 0.013 7.911 -1.307
C -0.542 7.555 -2.530
C -0.170 6.370 -3.150
C 0.767 5.540 -2.553
C 4.353 5.424 -0.717
C 4.631 6.768 -0.499
C 5.935 7.229 -0.610
C 6.957 6.346 -0.936
C 6.677 5.005 -1.158
C 5.373 4.541 -1.052
H 0.072 4.619 1.018
H -0.446 4.474 3.412
H 1.386 4.458 5.084
H 3.739 4.583 4.342
H 4.269 4.711 1.934
H 1.348 7.336 0.271
H -0.296 8.826 -0.817
H -1.281 8.197 -2.993
H -0.623 6.084 -4.091
H 1.056 4.597 -3.001
H 3.835 7.459 -0.248
H 6.155 8.276 -0.443
H 7.974 6.707 -1.021
H 7.475 4.319 -1.418
H 5.127 3.502 -1.238
C -0.909 -2.575 5.066
N -1.943 -3.581 5.348
C -1.925 -4.559 4.248
N -2.153 -3.942 2.944
C -1.103 -2.938 2.731
N -1.113 -1.910 3.783
C -2.433 -1.274 3.790
N -3.511 -2.240 4.039
C -3.244 -2.901 5.318
C -3.447 -3.257 2.979
H 0.068 -3.065 5.054
H -0.921 -1.827 5.865
H -2.703 -5.305 4.431
H -0.953 -5.059 4.239
H -1.256 -2.451 1.773
H -0.128 -3.429 2.720
H -2.603 -0.795 2.823
H -2.456 -0.509 4.571
H -4.029 -3.637 5.505
H -3.268 -2.153 6.114
H -3.619 -2.770 2.017
H -4.234 -3.996 3.152
F -5.073 -3.081 -0.627
C -4.072 -3.623 -1.309
F -3.914 -4.878 -0.901
F -4.377 -3.644 -2.605
S -2.453 -2.704 -1.012
O -2.678 -1.680 -0.010
O -1.546 -3.752 -0.690
N -2.062 -1.993 -2.359
S -2.980 -0.854 -2.944
O -4.326 -0.850 -2.471
O -2.240 0.383 -2.935
C -3.097 -1.345 -4.752
F -4.355 -1.170 -5.159
F -2.762 -2.616 -4.935
F -2.304 -0.582 -5.503
```

Calculated values
- Energy above the lowest of the compared OMol25 structures with the same formula, charge and spin: 14.4 kcal per mole
- Total charge: -1
- E_tot: -6298.57186 Eh